(1)
{
  "formula": "C21H30BN10S2Ti",
  "method": "wB97M-V/def2-TZVPD",
  "e_above_lowest_kcal_mol": 0.0,
  "charge": 1,
  "spin_multiplicity": 3,
  "max_force_ha_per_bohr": 0.0094,
  "symbols": ["Ti", "C", "C", "N", "N", "C", "B", "N", "C", "C", "C", "N", "N", "C", "C", "C", "N", "H", "H", "H", "H", "H", "H", "H", "H", "H", "H", "N", "C", "C", "C", "C", "N", "H", "H", "H", "H", "H", "H", "H", "H", "H", "H", "H", "H", "C", "C", "N", "C", "C", "S", "C", "C", "S", "C", "N", "C", "H", "H", "H", "H", "H", "H", "H", "H"],
  "coordinates": [[-0.13712, -0.05288, -0.14582], [0.85768, 4.14033, -1.53360], [-0.02866, 3.26280, -0.90245], [0.42044, 2.01327, -0.94234], [1.60085, 2.05764, -1.60945], [1.87581, 3.32241, -1.97513], [2.17986, 0.77894, -2.28466], [2.69500, -0.27275, -1.27277], [3.96241, -0.69004, -1.12308], [3.96169, -1.81880, -0.32711], [2.61164, -2.01421, -0.02218], [1.84930, -1.08452, -0.58986], [1.01625, 0.15816, -3.08907], [0.88187, 0.06592, -4.42064], [-0.40080, -0.35659, -4.70064], [-0.99170, -0.49748, -3.44342], [-0.13538, -0.19489, -2.47061], [0.76239, 5.20373, -1.66251], [-0.98324, 3.48694, -0.45371], [2.76222, 3.54665, -2.54455], [3.07574, 1.10052, -3.01228], [4.77106, -0.17841, -1.61775], [4.80647, -2.41322, -0.02792], [2.16567, -2.80336, 0.56096], [1.69957, 0.31965, -5.07441], [-0.84337, -0.52471, -5.66627], [-2.00541, -0.78391, -3.21417], [1.35726, 0.93134, 1.44168], [1.75167, 0.22788, 2.67738], [0.52552, -0.00838, 3.56764], [0.28329, -1.46888, 3.93762], [0.28292, -2.39100, 2.72642], [-0.47373, -1.81092, 1.58991], [2.17499, 1.06998, 0.85230], [1.04102, 1.86571, 1.67389], [2.52295, 0.77786, 3.22214], [2.20432, -0.71301, 2.36827], [-0.35234, 0.34197, 3.02016], [0.58634, 0.59275, 4.47630], [-0.67772, -1.54273, 4.45489], [1.03914, -1.82858, 4.63871], [-0.12605, -3.36364, 3.01004], [1.30460, -2.56441, 2.39549], [-1.39357, -1.53673, 1.92918], [-0.66167, -2.55585, 0.92729], [-1.10247, -3.24869, -1.66664], [-2.22416, -2.37103, -1.21615], [-2.07345, -1.24012, -0.57584], [-3.28963, -0.67626, -0.24268], [-4.36783, -1.38057, -0.66748], [-3.86188, -2.78667, -1.48693], [-3.26846, 0.56648, 0.53040], [-4.35189, 1.26677, 0.94758], [-3.85326, 2.62141, 1.83953], [-2.21508, 2.16895, 1.64523], [-2.03894, 1.08532, 0.92493], [-1.17226, 3.01265, 2.30705], [-0.15586, -2.71809, -1.56856], [-1.22570, -3.53543, -2.71060], [-1.07519, -4.16596, -1.07399], [-5.41568, -1.16215, -0.54407], [-5.39418, 1.06314, 0.76653], [-1.61857, 3.92792, 2.69214], [-0.38812, 3.29598, 1.60818], [-0.72656, 2.48178, 3.14755]],
  "forces_ev_per_angstrom": [[-0.2, 0.1, 0.4], [0.1, 0.0, 0.0], [-0.1, 0.0, 0.0], [0.1, 0.0, -0.2], [0.0, -0.1, -0.1], [-0.1, 0.1, 0.0], [-0.2, 0.0, 0.0], [-0.1, 0.0, 0.0], [0.0, -0.2, 0.0], [0.0, 0.1, 0.0], [0.0, -0.1, 0.0], [0.1, 0.2, -0.1], [0.1, 0.0, 0.1], [0.0, 0.0, -0.1], [0.0, 0.0, 0.0], [-0.1, 0.0, 0.0], [0.1, 0.0, -0.1], [0.0, 0.0, 0.0], [0.0, 0.0, 0.0], [0.0, 0.0, 0.0], [0.0, 0.0, 0.0], [0.0, 0.0, 0.0], [0.0, 0.0, 0.0], [0.0, 0.0, 0.0], [0.0, 0.0, 0.0], [0.0, 0.0, 0.0], [0.0, 0.0, 0.0], [0.0, -0.1, 0.1], [0.0, 0.0, 0.0], [0.0, 0.0, -0.1], [0.0, 0.0, 0.0], [0.0, 0.0, 0.0], [0.0, -0.1, 0.1], [0.0, 0.0, 0.0], [0.0, 0.0, 0.0], [0.0, 0.0, 0.0], [0.0, 0.0, 0.0], [0.0, 0.0, 0.0], [0.0, 0.0, 0.0], [0.0, 0.0, 0.0], [0.0, 0.0, 0.0], [0.0, 0.0, 0.0], [0.0, 0.0, 0.0], [0.0, 0.0, 0.0], [0.0, 0.0, 0.0], [0.0, 0.0, 0.0], [0.0, 0.0, 0.0], [0.0, 0.0, -0.1], [0.2, 0.1, 0.0], [-0.2, 0.0, 0.0], [0.0, -0.1, 0.0], [0.2, -0.1, 0.0], [-0.1, 0.0, -0.1], [0.0, 0.0, 0.1], [0.0, 0.1, 0.0], [-0.1, 0.0, -0.1], [0.0, 0.0, 0.0], [0.0, 0.0, 0.0], [0.0, 0.0, 0.0], [0.0, 0.0, 0.0], [0.0, 0.1, 0.0], [0.0, 0.0, 0.0], [0.0, 0.0, 0.0], [0.0, 0.0, 0.0], [0.0, 0.0, 0.0]]
}


(2)
{
  "formula": "C24H36N2O4",
  "method": "wB97M-V/def2-TZVPD",
  "e_above_lowest_kcal_mol": 497.6,
  "spin_multiplicity": 1,
  "max_force_ha_per_bohr": 0.3808,
  "symbols": ["C", "O", "C", "C", "C", "O", "N", "C", "H", "C", "H", "H", "C", "C", "C", "H", "H", "H", "H", "O", "C", "C", "C", "C", "C", "C", "H", "H", "C", "O", "N", "H", "C", "C", "C", "C", "C", "C", "H", "C", "H", "H", "C", "H", "H", "H", "H", "H", "H", "H", "H", "H", "H", "H", "H", "H", "H", "H", "H", "H", "H", "H", "H", "H", "H", "H"],
  "coordinates": [[0.96994, -7.10074, 0.53941], [0.33252, -7.62091, 1.77900], [-0.26701, -6.68877, 2.47620], [-1.65162, -6.08166, 1.96236], [-2.45416, -4.98743, 2.94330], [-3.04233, -5.35007, 3.75669], [-1.70784, -3.63614, 2.96786], [-1.06501, -3.15878, 1.77199], [-0.29452, -2.51828, 2.29533], [-1.84098, -2.26173, 0.98691], [-2.42585, -2.92891, 0.24310], [-1.15685, -1.75610, 0.04414], [-2.71439, -1.10495, 1.85059], [-3.29132, -1.94740, 2.84720], [-2.58084, -2.79177, 3.64393], [-1.57853, -2.14976, 4.26172], [-3.09490, -3.28153, 4.59426], [-4.10034, -2.38784, 2.47777], [-3.82927, -1.26414, 3.47455], [-1.49211, -0.32986, 2.42694], [-1.10682, 0.73516, 1.66627], [0.05491, 1.51464, 2.43161], [0.58253, 2.48481, 1.85020], [0.44096, 2.90945, 0.59177], [-0.75520, 1.99803, -0.41301], [-1.28145, 0.93171, 0.41900], [-1.99792, 0.52612, -0.08944], [-0.76055, 2.17476, -1.32772], [1.09310, 4.14551, 0.05078], [2.11238, 4.39753, 0.51069], [0.33548, 4.65492, -1.06481], [-0.67858, 4.45602, -1.33715], [0.94756, 5.79758, -1.67408], [1.16786, 5.59943, -3.06859], [2.26493, 4.46389, -3.21468], [2.77702, 3.94563, -4.78403], [1.41797, 3.43669, -5.61053], [2.54645, 2.83815, -6.60719], [1.87288, 1.90945, -7.08274], [3.92794, 2.62891, -6.35858], [4.52923, 3.19550, -6.68049], [4.33171, 1.63813, -6.36034], [3.83852, 3.17377, -4.80436], [4.75046, 3.60465, -4.43467], [3.57749, 2.27793, -4.26621], [2.20827, 3.45226, -7.45421], [0.78028, 4.17889, -5.70886], [1.01553, 2.66446, -4.76007], [2.93763, 4.95405, -5.26828], [2.00590, 3.54857, -2.86851], [3.13753, 4.64635, -2.72894], [1.56408, 6.35916, -3.67074], [0.19234, 5.01069, -3.62762], [0.27110, 6.70034, -1.48352], [1.88067, 6.04358, -0.97434], [1.38670, 3.05771, 2.53409], [-0.06518, 1.27349, 3.50700], [-3.14235, -0.55807, 1.11236], [-0.38833, -3.98544, 1.23279], [-2.04688, -7.04034, 2.10778], [-1.62826, -5.64366, 0.96177], [-0.31517, -6.99116, 3.53168], [0.37175, -5.68300, 2.56089], [0.25225, -6.64095, -0.24585], [1.45627, -7.84611, 0.16431], [1.57398, -6.19157, 0.70305]],
  "forces_ev_per_angstrom": [[-4.5, 5.1, 2.0], [1.8, -1.2, -4.0], [0.4, 7.3, 2.8], [0.2, 0.8, 0.9], [14.4, 3.6, -12.8], [-10.5, -5.0, 12.3], [-3.0, -6.3, -1.3], [4.8, -0.6, 2.6], [0.0, -0.4, -0.8], [-1.4, 2.2, -6.6], [-0.4, 1.2, 1.4], [-1.4, -0.9, 3.1], [8.7, -3.6, -1.4], [-3.6, 5.9, 1.2], [7.2, 0.4, 7.7], [-3.3, -0.7, -1.1], [0.8, 0.9, -2.6], [-3.4, -2.4, -2.4], [-0.4, 0.7, 1.2], [-3.3, 0.0, -0.9], [6.2, 0.2, 8.2], [-8.9, -8.3, 2.0], [6.5, 6.6, 1.0], [-5.3, -2.1, -6.3], [5.2, 0.5, 15.0], [1.8, 5.4, -6.0], [-4.1, -3.4, -2.7], [-0.6, 1.2, -8.1], [-7.8, -4.5, -2.7], [5.5, 3.4, 1.3], [0.7, 0.1, 1.2], [2.4, 0.0, 1.3], [-0.7, 3.3, 4.0], [0.1, -5.7, -3.9], [-0.4, 0.5, -4.7], [-10.1, 10.4, 2.7], [8.5, -6.3, 5.9], [-9.9, -2.4, -6.2], [2.4, 1.3, 1.2], [-5.8, -6.0, 8.6], [7.9, 8.0, -5.7], [-0.2, -0.7, -0.1], [5.5, -6.4, -1.2], [0.5, 0.1, 0.2], [0.4, -0.7, 0.8], [1.4, 0.4, -0.4], [-2.7, 3.5, -1.6], [0.5, 1.3, -2.5], [0.3, -0.7, 0.1], [-1.6, -2.7, 1.6], [2.6, 1.4, 1.6], [-0.1, 1.7, -0.6], [2.2, 2.2, 1.5], [0.7, -0.8, -0.3], [-1.5, -0.6, -2.0], [-1.7, -0.8, -1.8], [1.0, 0.3, -0.7], [-2.3, 1.8, -1.3], [-2.0, 1.8, 1.1], [-2.6, -1.0, -0.9], [0.1, -0.8, 0.0], [-0.6, -0.2, -0.3], [-0.3, -1.9, -0.1], [0.4, -1.3, 1.3], [3.0, -4.3, -2.3], [0.3, -0.7, 0.8]]
}


(3)
{
  "formula": "C2H2F2INO",
  "method": "wB97M-V/def2-TZVPD",
  "e_above_lowest_kcal_mol": 30.4,
  "spin_multiplicity": 1,
  "max_force_ha_per_bohr": 0.0851,
  "symbols": ["C", "C", "N", "O", "F", "F", "I", "H", "H"],
  "coordinates": [[-0.38162, 0.84376, -0.18548], [0.96420, -0.65026, -0.33109], [-1.44350, 0.33353, 0.43381], [-0.11897, 1.82930, -0.75107], [0.66362, -1.52559, 0.67445], [0.81965, -1.37860, -1.49568], [2.80746, 0.29494, -0.25104], [-1.26089, -0.67667, 0.83151], [-2.04995, 0.92959, 1.07458]],
  "forces_ev_per_angstrom": [[2.1, -3.7, -0.9], [-3.3, 1.3, -0.5], [-0.9, -2.1, 3.0], [0.1, 1.5, -0.1], [0.5, 0.3, -0.2], [0.2, 0.8, 1.0], [0.7, -0.1, 0.1], [-0.5, 2.9, -1.0], [1.1, -0.9, -1.5]]
}